Molecular formula: ClHN2O2
Method: DFT, ωB97M-V/def2-TZVPD

The calculation puts the HOMO energy (alpha / beta) at -7.4 / -12.1 eV. The value obtained for the total energy is -19603.9047 eV. As for the expectation value of S²: 2.012. For the strongest force on any atom, the calculation gives 0.0915 Eh/bohr. The frontier orbital gap (alpha / beta) is 0.25833 / 0.29770 hartree. As for the spin multiplicity: 3. For the energy relative to the best compared isomer or geometry (same formula, charge and spin), the calculation gives 204.8 kJ/mol.

Geometry (Å):
N1 -0.28779 0.47674 -0.09543
N2 0.36063 -0.68689 0.00830
O1 -0.32883 -1.66138 0.15219
O2 1.55810 -0.62757 -0.10455
Cl1 0.49391 1.98640 -0.05066
H1 -1.79602 0.51270 0.09015

Mulliken atomic charge list, values in e, 2 entries:
1. N -0.35
2. N 1.22

***

Molecular formula: ClHNO2S
Method: DFT, ωB97M-V/def2-TZVPD

The calculation puts the HOMO energy (alpha / beta) at -5.3 / -4.1 eV. The value obtained for the total energy is -28956.2061 eV. For the strongest force on any atom, the calculation gives 0.0562 Eh/bohr. The frontier orbital gap (alpha / beta) is 0.29236 / 0.25375 hartree. As for the spin multiplicity: 1. As for the charge: -1. For the energy relative to the best compared isomer or geometry (same formula, charge and spin), the calculation gives 407.6 kJ/mol.

Geometry (Å):
N1 0.15163 0.33068 -0.03920
O1 0.77264 -2.24809 0.24392
O2 0.97193 2.36894 0.57247
S1 -0.03092 -1.13335 -0.18926
Cl1 -2.30768 -1.96503 -0.30817
H1 0.44240 2.64685 -0.27976

Mulliken atomic charge list, values in e, 2 entries:
1. N -0.22
2. O -0.47

***

Molecular formula: ClHNO2S2
Method: DFT, ωB97M-V/def2-TZVPD

The calculation puts the HOMO energy at -3.4 eV. The value obtained for the total energy is -39794.7552 eV. For the strongest force on any atom, the calculation gives 0.0702 Eh/bohr. The frontier orbital gap is 0.26364 hartree. As for the spin multiplicity: 1. As for the charge: -1. For the energy relative to the best compared isomer or geometry (same formula, charge and spin), the calculation gives 76.2 kJ/mol.

Geometry (Å):
N1 -0.37133 0.03821 0.46241
O1 1.73680 0.41838 -0.54456
O2 1.27394 -1.97778 0.30985
S1 -1.92721 -0.25294 0.47784
S2 0.77454 -0.94976 -0.57747
Cl1 -2.83085 1.67211 -0.19641
H1 1.34412 1.05178 0.06833

Mulliken atomic charge list, values in e, 2 entries:
1. N -0.41
2. O -0.52

***

What did the second record say?
Molecular formula: ClHNO2S
Method: DFT, ωB97M-V/def2-TZVPD

The calculation puts the HOMO energy (alpha / beta) at -5.3 / -4.1 eV. The value obtained for the total energy is -28956.2061 eV. For the strongest force on any atom, the calculation gives 0.0562 Eh/bohr. The frontier orbital gap (alpha / beta) is 0.29236 / 0.25375 hartree. As for the spin multiplicity: 1. As for the charge: -1. For the energy relative to the best compared isomer or geometry (same formula, charge and spin), the calculation gives 407.6 kJ/mol.

Geometry (Å):
N1 0.15163 0.33068 -0.03920
O1 0.77264 -2.24809 0.24392
O2 0.97193 2.36894 0.57247
S1 -0.03092 -1.13335 -0.18926
Cl1 -2.30768 -1.96503 -0.30817
H1 0.44240 2.64685 -0.27976

Mulliken atomic charge list, values in e, 2 entries:
1. N -0.22
2. O -0.47